Molecular formula: C20H27BrIN4O2PS3W
Method: DFT, wB97M-V/def2-TZVPD

Computed properties:
lowest unoccupied orbital energy (spin up / spin down)	-0.421 / -0.409	Ha
⟨S²⟩	0.766
orbital gap (spin up / spin down)	5.486 / 5.873	eV

The geometry in ORCA input format:
```
! wB97M-V def2-TZVPD RIJCOSX def2/J DEFGRID3
* xyz 3 2
W 0.41115 0.35433 0.18979
C 5.86935 -1.78429 -1.32177
C 5.40543 -1.43112 0.07787
N 4.15486 -2.11721 0.43240
C 2.94353 -1.60709 0.51980
S 2.73142 0.13266 0.24737
N 1.90286 -2.34793 0.79755
N 0.78949 -1.59674 1.02126
C -0.11056 -2.11951 1.81168
C -0.01035 -3.50073 2.34400
C -1.15828 -1.20464 2.25534
C -2.12575 -1.55818 3.17740
C -3.02972 -0.59712 3.62180
C -2.92606 0.69203 3.13614
C -1.92929 0.99259 2.22319
N -1.05824 0.07135 1.78145
H 6.82855 -1.30860 -1.51934
H 5.15729 -1.44189 -2.07324
H 6.00443 -2.85949 -1.43398
H 5.24859 -0.35784 0.18947
H 6.14193 -1.70981 0.83111
H 4.20738 -3.11301 0.61405
H 0.64512 -4.10592 1.72754
H -0.99745 -3.95737 2.39717
H 0.40304 -3.47265 3.35700
H -2.17108 -2.56480 3.56507
H -3.79160 -0.86102 4.34309
H -3.59663 1.47622 3.45832
H -1.82060 1.98984 1.82657
C -0.35410 6.22897 1.00832
C 0.78978 5.79774 0.14170
O 0.37472 4.63688 -0.73693
P 0.12211 3.17164 -0.40044
S 0.88404 1.86731 -1.72232
S 0.78487 2.41279 1.37193
O -1.42538 2.83170 -0.28706
C -2.42176 3.27479 -1.30685
C -3.78862 3.02637 -0.73755
H -0.02289 7.07595 1.61126
H -0.66580 5.44208 1.69798
H -1.20256 6.55720 0.41039
H 1.66535 5.45152 0.68766
H 1.08543 6.53749 -0.59523
H -2.21511 2.70041 -2.21134
H -2.23649 4.33057 -1.49814
H -3.93407 1.97637 -0.47498
H -4.53585 3.28285 -1.48878
H -3.97158 3.64525 0.13943
Br 1.22141 -1.28542 -2.26871
C -0.12425 -2.56031 -2.67435
C 0.20526 -3.68466 -3.41476
C -0.79285 -4.59382 -3.73218
C -2.09783 -4.38901 -3.30887
C -2.42578 -3.27109 -2.55315
C -1.42421 -2.36169 -2.24723
I -1.97073 -0.65597 -1.15638
H 1.22129 -3.84571 -3.74764
H -0.54730 -5.46969 -4.31714
H -2.87091 -5.10053 -3.56441
H -3.44501 -3.12204 -2.22234
*
```

***

Molecular formula: H26O13
Method: DFT, wB97M-V/def2-TZVPD

Computed properties:
lowest unoccupied orbital energy	-0.001	Ha
orbital gap	10.507	eV

The geometry in ORCA input format:
```
! wB97M-V def2-TZVPD RIJCOSX def2/J DEFGRID3
* xyz 0 1
O -2.27635 2.77821 -1.34454
H -3.14041 3.17513 -1.40814
H -1.86177 3.36245 -0.63804
O -0.30432 1.33207 -0.58871
H 0.17584 1.47115 0.12630
H -1.12597 1.80742 -0.44908
O -2.50042 0.89107 2.15434
H -2.80049 0.24041 1.60518
H -2.45550 0.31999 2.94972
O 1.40802 -1.77158 -2.95373
H 1.45244 -1.67599 -3.80292
H 0.62798 -1.17119 -2.61249
O 0.42397 3.27906 1.77670
H 0.44656 4.18583 2.13951
H 1.30978 2.92949 1.95232
O 1.36055 -3.15633 -0.45166
H 1.81735 -3.95953 -0.33819
H 1.90349 -2.58638 -1.01005
O -0.43156 0.32005 -3.17557
H -0.36236 0.68500 -2.31924
H -1.40005 -0.04748 -3.24136
O 2.25363 -0.25524 -0.12242
H 2.91379 -0.44831 0.59931
H 2.81234 -0.11775 -0.88418
O -0.50765 -2.90871 3.43570
H -0.41129 -2.02111 3.26313
H -0.54425 -3.18955 2.55180
O 2.33403 -0.76886 2.79189
H 1.60404 -1.02553 2.25664
H 1.99287 -0.70040 3.81984
O -2.69221 -2.12715 -1.20801
H -3.00953 -2.92900 -0.57812
H -2.13005 -1.71388 -0.50893
O 0.11585 -0.72299 1.68008
H -0.12500 0.21885 1.27556
H 0.37389 -1.17807 0.88227
O 0.89048 2.86370 -2.57260
H 1.37763 2.52659 -1.88706
H 0.48468 2.08853 -3.16525
*
```

***

Molecular formula: C5H13N5OS
Method: DFT, wB97M-V/def2-TZVPD

Computed properties:
lowest unoccupied orbital energy (spin up / spin down)	-0.240 / -0.395	Ha
⟨S²⟩	2.013
orbital gap (spin up / spin down)	5.086 / 6.456	eV

The geometry in ORCA input format:
```
! wB97M-V def2-TZVPD RIJCOSX def2/J DEFGRID3
* xyz 2 3
C 0.19883 1.39054 1.15556
C -1.02076 0.06864 -1.90055
C 1.48583 0.09091 -1.73979
C -0.57213 -0.33177 -0.10877
C 1.07285 -0.22747 -0.26856
N 1.35128 0.86670 0.64509
N -0.83200 0.68416 0.87191
N -0.88830 -1.66128 0.48184
N 1.51224 -1.54357 0.07058
N -1.99243 0.45392 1.53824
O 0.28927 2.46614 1.82441
S 0.28730 -0.78863 -2.80259
H -2.04084 -0.20792 -2.30986
H -0.88902 1.14054 -1.84479
H 1.30703 1.07025 -1.94595
H 2.49581 -0.08936 -1.94373
H 2.11706 1.44119 0.58656
H -1.71160 -2.06621 0.04357
H -1.16256 -1.64883 1.44117
H 0.08836 -2.13809 0.28208
H 2.17022 -1.58204 0.98663
H 2.06342 -1.97618 -0.66647
H -2.08416 0.88387 2.51435
H -2.76544 0.64049 0.88615
H -0.48025 3.06398 2.20289
*
```

***

Molecular formula: C7H10N2O2S2
Method: DFT, wB97M-V/def2-TZVPD

Computed properties:
lowest unoccupied orbital energy	0.019	Ha
structure (SMILES)	C=CCO[S@](C)(=O)=Nc1nccs1
orbital gap	8.833	eV

The geometry in ORCA input format:
```
! wB97M-V def2-TZVPD RIJCOSX def2/J DEFGRID3
* xyz 0 1
C 0.82026 2.25840 -0.54613
C 1.35134 1.99132 0.62692
C 2.31676 0.91787 0.91830
O 1.60497 -0.39002 0.93403
S 1.13722 -0.96026 -0.51061
C 0.74307 -2.65244 0.03273
O 2.35215 -0.93296 -1.29788
N -0.01159 -0.27077 -1.17544
C -1.23914 -0.04697 -0.76364
N -2.33620 0.28112 -1.39427
C -3.48046 0.11213 -0.68020
C -3.36087 -0.12094 0.67213
S -1.63570 -0.49891 0.95986
H 1.11175 1.55897 -1.36911
H -0.04549 2.96887 -0.57575
H 1.12851 2.66154 1.48206
H 2.70839 0.76069 1.85912
H 3.16194 0.94610 0.24426
H 0.88443 -2.61437 1.11836
H -0.23361 -2.81972 -0.43861
H 1.51628 -3.29850 -0.40163
H -4.41393 0.38586 -1.08195
H -4.08007 -0.23701 1.38745
*
```

***

Molecular formula: C5H12NS
Method: DFT, wB97M-V/def2-TZVPD

Computed properties:
lowest unoccupied orbital energy	0.128	Ha
structure (SMILES)	CCN[C@@H](C)C[S-]
orbital gap	5.664	eV

The geometry in ORCA input format:
```
! wB97M-V def2-TZVPD RIJCOSX def2/J DEFGRID3
* xyz -1 1
C 3.34263 0.44106 1.27609
C 2.40369 -0.10106 0.21682
N 1.02088 0.08186 0.63809
C -0.06002 -0.24050 -0.32578
C -0.33331 -1.74511 -0.24389
C -1.29214 0.55648 0.17619
S -2.71062 0.53597 -1.04214
H 4.23250 0.93722 0.88392
H 2.78096 1.20201 1.82518
H 3.68043 -0.28962 2.01106
H 2.61867 -1.17112 0.00639
H 2.50367 0.37714 -0.75307
H 0.84345 -0.36502 1.51328
H 0.25601 0.07396 -1.31550
H -0.40364 -2.07465 0.80054
H 0.54591 -2.27453 -0.63227
H -1.23457 -2.15130 -0.69999
H -1.80652 0.12332 1.02722
H -0.89895 1.56355 0.29190
*
```

***

Molecular formula: CaITi
Method: DFT, wB97M-V/def2-TZVPD

Computed properties:
lowest unoccupied orbital energy (spin up / spin down)	-0.364 / -0.365	Ha
⟨S²⟩	3.752
orbital gap (spin up / spin down)	3.774 / 6.941	eV

The geometry in ORCA input format:
```
! wB97M-V def2-TZVPD RIJCOSX def2/J DEFGRID3
* xyz 2 4
Ti 2.73552 -0.38279 0.39052
Ca -2.84531 0.32145 0.47368
I 0.10979 0.06133 -0.86421
*
```